# 1
{"formula": "C27H21N8NiO2", "method": "wB97M-V/def2-TZVPD", "elements": ["Ni", "N", "C", "N", "C", "N", "N", "C", "C", "C", "C", "C", "C", "N", "C", "C", "C", "C", "C", "C", "H", "H", "H", "H", "H", "H", "H", "H", "H", "H", "H", "O", "C", "C", "C", "C", "C", "C", "C", "O", "N", "N", "C", "C", "C", "C", "C", "C", "N", "H", "H", "H", "H", "H", "H", "H", "H", "H", "H"], "coordinates": [[-0.436, -0.439, 0.674], [-2.184, 2.251, -2.291], [-1.817, 1.163, -1.614], [-1.174, 1.175, -0.490], [-0.826, 2.400, 0.088], [-0.198, 2.472, 1.218], [0.040, 1.221, 1.735], [0.912, 1.071, 2.646], [1.172, -0.315, 3.078], [1.998, -0.610, 4.146], [2.201, -1.942, 4.483], [1.576, -2.925, 3.740], [0.767, -2.544, 2.677], [0.570, -1.275, 2.351], [-1.168, 3.629, -0.626], [-0.820, 4.895, -0.148], [-1.165, 6.021, -0.861], [-1.863, 5.902, -2.066], [-2.212, 4.663, -2.557], [-1.860, 3.530, -1.830], [-2.672, 2.147, -3.166], [-2.073, 0.206, -2.055], [1.469, 1.910, 3.055], [2.474, 0.189, 4.699], [2.844, -2.203, 5.313], [1.712, -3.973, 3.964], [0.271, -3.281, 2.056], [-0.277, 4.964, 0.784], [-0.894, 7.000, -0.491], [-2.129, 6.789, -2.624], [-2.749, 4.566, -3.493], [3.848, 0.310, -0.654], [3.869, -0.645, -1.605], [5.060, -0.815, -2.311], [5.153, -1.781, -3.290], [4.066, -2.604, -3.588], [2.891, -2.445, -2.890], [2.766, -1.470, -1.891], [1.501, -1.326, -1.155], [1.377, -0.366, -0.311], [0.526, -2.206, -1.429], [-0.532, -1.959, -0.640], [-1.616, -2.636, -0.714], [-2.671, -2.258, 0.236], [-3.888, -2.924, 0.302], [-4.830, -2.513, 1.229], [-4.538, -1.448, 2.068], [-3.303, -0.834, 1.941], [-2.393, -1.221, 1.051], [2.948, 0.297, -0.271], [5.894, -0.171, -2.069], [6.083, -1.899, -3.831], [4.147, -3.357, -4.359], [2.035, -3.071, -3.099], [-1.747, -3.444, -1.427], [-4.081, -3.753, -0.365], [-5.783, -3.021, 1.298], [-5.244, -1.099, 2.806], [-3.026, 0.001, 2.573]], "atomic_forces_ev_per_a": [[0.0, -0.1, -0.2], [0.0, 0.0, 0.0], [0.0, 0.0, -0.1], [0.0, 0.1, 0.1], [0.0, 0.0, -0.1], [0.0, -0.1, 0.1], [0.0, 0.0, -0.1], [0.0, 0.0, 0.1], [0.0, 0.1, 0.0], [0.0, 0.0, 0.0], [0.0, 0.0, 0.0], [0.0, 0.0, 0.0], [0.0, 0.0, 0.0], [0.0, 0.1, 0.0], [0.0, 0.0, 0.0], [0.0, 0.0, 0.0], [0.0, 0.0, 0.0], [0.0, 0.0, 0.0], [0.0, 0.0, 0.0], [0.0, 0.0, 0.0], [0.0, 0.0, 0.0], [0.0, 0.0, 0.0], [0.0, 0.0, 0.1], [0.0, 0.0, 0.0], [0.0, 0.0, 0.0], [0.0, 0.0, 0.0], [0.0, 0.0, 0.0], [0.0, 0.0, 0.0], [0.0, 0.0, 0.0], [0.0, 0.0, 0.0], [0.0, 0.0, 0.0], [0.0, 0.0, 0.0], [0.0, 0.0, 0.1], [0.0, 0.0, 0.0], [0.0, 0.0, 0.0], [0.0, 0.0, 0.0], [0.0, 0.0, 0.0], [0.0, 0.0, 0.0], [0.0, 0.1, -0.1], [0.0, -0.1, 0.1], [0.0, 0.0, 0.1], [0.0, 0.0, 0.0], [0.0, 0.0, 0.0], [0.0, 0.0, 0.0], [0.0, 0.0, 0.0], [0.0, 0.0, 0.0], [0.0, 0.0, 0.0], [0.0, 0.0, 0.0], [0.1, 0.0, 0.1], [0.0, 0.1, 0.0], [0.0, 0.0, 0.0], [0.0, 0.0, 0.0], [0.0, 0.0, 0.0], [0.0, 0.0, 0.0], [0.0, 0.0, 0.0], [0.0, 0.0, 0.0], [0.0, 0.0, 0.0], [0.0, 0.0, 0.0], [0.0, 0.0, 0.0]], "mulliken_charge": [-0.038, 0.073, -0.346, -0.104, 0.390, -1.081, 0.907, -0.478, 0.803, -0.938, -0.290, -0.916, -0.090, 0.201, 0.557, -0.235, -0.815, -0.389, -0.946, 0.089, 0.287, 0.438, 0.392, 0.455, 0.437, 0.421, 0.447, 0.499, 0.431, 0.412, 0.389, -0.704, 0.334, -0.671, -0.303, -0.797, -0.346, -0.006, 1.042, -0.932, -1.455, 1.395, -0.452, 0.798, -1.000, -0.304, -0.855, -0.361, 0.216, 0.432, 0.457, 0.387, 0.411, 0.462, 0.418, 0.477, 0.430, 0.432, 0.528], "gap_ev": [6.69, 6.70], "spin_multiplicity": 3, "lumo_ha": [-0.12650, -0.12612], "s_squared": 2.006, "homo_ha": [-0.372, -0.372], "total_charge": 1}

# 2
{"formula": "C4H31O13", "method": "wB97M-V/def2-TZVPD", "elements": ["C", "O", "C", "C", "C", "O", "H", "H", "H", "H", "H", "H", "H", "H", "H", "H", "H", "O", "H", "H", "O", "H", "H", "O", "H", "H", "O", "H", "H", "O", "H", "H", "O", "H", "H", "O", "H", "H", "O", "H", "H", "O", "H", "H", "O", "H", "H", "O"], "coordinates": [[-1.163, 1.879, 2.531], [-1.828, 1.014, 3.484], [-1.264, 1.413, 1.108], [0.018, 0.826, 0.460], [0.559, 1.583, -0.714], [-0.112, -0.531, 0.133], [-0.111, 1.889, 2.811], [-1.570, 2.898, 2.640], [-2.009, 0.613, 0.954], [-1.706, 2.156, 0.461], [0.835, 0.734, 1.281], [-0.219, 1.725, -1.488], [1.384, 1.091, -1.193], [0.837, 2.632, -0.619], [-1.334, -1.731, 0.715], [2.012, -1.744, -1.914], [0.923, -0.927, -1.146], [1.326, -1.095, -2.081], [-1.941, 0.157, 3.061], [-2.561, -1.184, 1.396], [-2.148, -2.027, 1.198], [-2.281, -2.224, -1.291], [-1.036, -1.231, -0.928], [-1.594, -1.667, -1.677], [-0.450, 1.021, 4.648], [0.670, 0.021, 4.333], [0.490, 0.833, 4.852], [2.905, -0.045, 0.153], [3.863, -0.768, 0.841], [3.539, 0.149, 0.867], [-2.324, 3.268, -1.633], [-2.881, 1.896, -2.221], [-3.098, 2.791, -1.931], [-1.141, 0.342, -2.494], [-2.029, -0.488, -3.403], [-1.696, 0.403, -3.273], [2.541, 0.281, -3.421], [3.000, 0.398, -1.990], [3.170, 0.745, -2.861], [2.159, -0.778, 3.306], [1.123, -1.211, 2.284], [1.264, -1.151, 3.239], [0.733, -2.088, 0.380], [1.115, -3.322, -0.205], [1.581, -2.534, 0.129], [0.522, -1.373, -3.621], [-0.344, -2.380, -3.207], [0.270, -2.257, -3.952]], "atomic_forces_ev_per_a": [[0.0, 0.1, 0.3], [-0.4, 0.5, -0.5], [-0.3, -1.0, -1.4], [1.7, -0.9, 2.4], [-0.9, 1.2, -1.2], [-0.5, -0.6, -0.8], [0.1, 0.3, 0.0], [0.0, -0.5, 0.2], [0.1, 0.2, 0.5], [0.1, 0.7, -0.2], [-1.0, 1.2, -0.9], [0.0, -0.6, 0.1], [0.2, -0.2, -0.1], [0.3, 0.1, 1.0], [-0.6, 0.2, 0.8], [-0.1, -0.3, -0.1], [0.3, -0.1, -1.4], [0.1, 1.1, 2.0], [0.1, -0.1, 0.1], [-0.2, 0.0, 0.0], [0.4, -0.2, -0.2], [0.3, 0.3, 0.3], [-0.8, -0.1, -0.8], [0.3, -0.5, 0.4], [0.6, -0.3, 0.2], [-0.2, 0.5, 0.2], [-0.2, 0.0, 0.2], [-0.5, 1.0, 0.2], [0.6, 0.2, 0.8], [-0.3, -1.4, -0.9], [0.3, -0.4, -0.1], [0.6, 0.1, -0.1], [-0.9, 0.3, 0.1], [0.1, -0.4, 0.1], [0.2, -0.1, 0.3], [-0.3, 1.0, -0.6], [-0.1, -0.1, 0.2], [-0.2, -0.3, 0.2], [0.7, 0.6, -0.7], [-0.3, -0.1, -0.1], [-0.2, 0.0, 0.0], [0.7, -0.2, -0.3], [1.0, 1.0, 0.1], [1.0, -0.2, -0.1], [-1.4, -1.2, 0.5], [0.5, -0.4, -0.6], [-0.1, -0.7, -0.2], [-0.8, 0.3, -0.1]], "mulliken_charge": [-0.417, -0.691, -0.376, 0.643, -1.493, 0.029, 0.428, 0.324, -0.004, 0.055, 0.108, 0.107, 0.120, 0.463, 0.164, 0.241, 0.073, -0.262, 0.349, 0.394, -0.759, 0.246, 0.566, -0.663, 0.400, 0.448, -0.753, 0.228, 0.351, -0.661, 0.307, 0.363, -0.668, 0.216, 0.355, -0.699, 0.329, 0.294, -0.674, 0.333, 0.230, -0.791, 0.184, 0.338, -0.721, 0.336, 0.354, -0.744], "gap_ev": 9.25, "lumo_ha": 0.09779, "homo_ha": -0.242, "total_charge": -1}

# 3
{"formula": "C3H20O8", "method": "wB97M-V/def2-TZVPD", "elements": ["C", "C", "C", "O", "H", "H", "H", "H", "H", "H", "O", "H", "H", "O", "H", "H", "O", "H", "H", "O", "H", "H", "O", "H", "H", "O", "H", "H", "O", "H", "H"], "coordinates": [[2.296, 0.925, -0.630], [1.681, 1.003, 0.579], [0.175, 1.188, 0.386], [-0.256, 1.521, 1.693], [3.351, 0.889, -0.792], [1.643, 0.958, -1.522], [2.112, 0.941, 1.598], [-0.083, 2.112, -0.231], [-0.484, 0.506, -0.097], [-0.621, 0.658, 2.031], [2.695, -3.594, 0.003], [2.282, -3.974, -0.807], [3.624, -3.449, -0.166], [-1.681, 4.050, 1.880], [-0.944, 4.276, 1.268], [-1.554, 3.106, 2.059], [-2.987, 3.070, -0.506], [-2.760, 3.077, 0.448], [-2.824, 3.980, -0.755], [-1.815, -1.177, -2.186], [-1.932, -2.000, -1.600], [-2.200, -0.474, -1.763], [0.738, -2.691, -2.410], [0.175, -1.912, -2.767], [1.269, -2.276, -1.776], [-1.745, -1.178, 0.785], [-2.300, -1.652, 1.537], [-0.924, -1.778, 0.924], [0.805, -2.109, 1.215], [0.970, -1.264, 0.884], [1.297, -2.733, 0.719]], "atomic_forces_ev_per_a": [[-0.6, 0.1, 1.4], [0.0, -0.8, -3.5], [0.4, 3.4, 0.9], [-2.0, -1.7, 1.2], [0.5, -0.2, 0.0], [0.6, 0.1, 0.4], [-0.3, 0.2, -0.9], [0.9, -0.8, 0.6], [0.1, -1.5, -0.1], [0.2, 1.3, -0.1], [-1.0, -0.6, -0.8], [0.7, 0.3, 0.7], [0.2, 0.0, -0.2], [0.5, 0.2, -0.6], [-0.7, -0.3, 0.8], [0.5, 0.1, 0.1], [0.2, -0.4, 0.6], [-0.2, 0.2, -0.7], [-0.1, 0.2, -0.1], [1.6, -4.7, -0.9], [0.2, 2.2, -1.1], [-1.6, 2.6, 1.9], [-2.4, 0.9, -2.3], [1.0, -1.9, 0.9], [1.3, 1.1, 1.6], [-0.3, -3.1, 3.2], [1.1, 1.8, -2.3], [-0.9, 1.2, -0.6], [-2.1, -0.9, 2.0], [0.9, 2.1, -1.0], [1.3, -0.9, -0.8]], "mulliken_charge": [-0.753, -0.338, -0.048, -0.628, 0.313, 0.219, 0.393, 0.378, 0.105, 0.376, -0.675, 0.341, 0.295, -0.677, 0.322, 0.364, -0.644, 0.372, 0.294, -0.616, 0.355, 0.242, -0.643, 0.340, 0.295, -0.679, 0.335, 0.402, -0.681, 0.306, 0.336], "gap_ev": 10.26, "lumo_ha": 0.00946, "homo_ha": -0.367, "smiles": "C=CCO.O.O.O.O.O.O.O", "total_charge": 0}

# 4
{"formula": "C23H32BCrF4N5OS", "method": "wB97M-V/def2-TZVPD", "elements": ["Cr", "C", "C", "N", "N", "C", "O", "C", "C", "C", "C", "C", "C", "C", "C", "C", "C", "C", "N", "H", "H", "H", "H", "H", "H", "H", "H", "H", "H", "H", "H", "F", "B", "F", "F", "F", "C", "C", "C", "C", "N", "C", "S", "N", "C", "C", "C", "C", "H", "H", "H", "H", "H", "H", "H", "H", "H", "H", "H", "H", "H", "H", "H", "H", "H", "H", "H", "H"], "coordinates": [[-1.250, -1.298, 0.042], [-5.336, -0.315, -1.136], [-4.089, -0.957, -0.633], [-2.993, -0.343, -0.410], [-2.908, 1.040, -0.564], [-1.749, 1.411, -0.080], [-0.866, 0.619, 0.420], [-1.403, 2.862, -0.111], [-2.131, 3.767, -0.875], [-1.764, 5.104, -0.903], [-0.673, 5.545, -0.164], [0.050, 4.645, 0.607], [-0.313, 3.306, 0.630], [-4.058, -2.414, -0.297], [-5.098, -3.256, -0.640], [-5.038, -4.587, -0.245], [-3.950, -5.020, 0.482], [-2.936, -4.114, 0.763], [-2.982, -2.842, 0.387], [-5.236, 0.765, -1.096], [-6.199, -0.629, -0.548], [-5.513, -0.612, -2.172], [-2.976, 3.409, -1.447], [-2.329, 5.805, -1.503], [-0.391, 6.590, -0.186], [0.895, 4.989, 1.191], [0.225, 2.587, 1.235], [-5.934, -2.884, -1.214], [-5.834, -5.271, -0.509], [-3.861, -6.045, 0.812], [-2.042, -4.424, 1.286], [-1.153, -2.404, -1.819], [-0.727, -3.813, -1.804], [-0.320, -4.076, -0.483], [-1.840, -4.575, -2.128], [0.312, -3.951, -2.693], [4.070, 1.632, 4.506], [4.391, 0.343, 3.754], [3.218, -0.634, 3.676], [1.948, -0.037, 3.085], [2.141, 0.457, 1.728], [1.760, -0.170, 0.610], [1.175, -1.779, 0.602], [1.928, 0.499, -0.536], [1.429, 0.038, -1.832], [1.905, 0.981, -2.925], [3.423, 1.017, -3.104], [4.020, -0.347, -3.437], [4.975, 2.197, 4.727], [3.572, 1.419, 5.454], [3.412, 2.293, 3.937], [5.228, -0.159, 4.243], [4.738, 0.578, 2.743], [2.983, -1.007, 4.677], [3.497, -1.498, 3.070], [1.582, 0.799, 3.685], [1.163, -0.788, 3.045], [2.587, 1.356, 1.626], [2.104, 1.492, -0.471], [0.337, -0.007, -1.810], [1.783, -0.978, -1.996], [1.528, 1.991, -2.722], [1.434, 0.663, -3.858], [3.895, 1.406, -2.197], [3.661, 1.729, -3.897], [3.988, -1.025, -2.583], [5.062, -0.256, -3.743], [3.473, -0.823, -4.255]], "atomic_forces_ev_per_a": [[0.4, -0.1, 0.2], [0.0, 0.0, 0.0], [-0.1, -0.4, 0.1], [-0.1, 0.4, -0.1], [0.0, -0.4, 0.0], [0.1, 0.3, 0.0], [-0.1, 0.1, 0.0], [0.0, -0.1, 0.0], [0.0, 0.0, 0.0], [0.0, 0.0, 0.0], [0.0, 0.0, 0.0], [0.0, 0.0, 0.0], [0.0, 0.1, 0.0], [0.0, 0.4, -0.1], [0.0, -0.1, 0.0], [0.0, 0.1, 0.0], [0.1, 0.0, 0.1], [0.0, 0.0, -0.1], [0.1, 0.0, -0.1], [0.0, 0.0, 0.0], [0.0, 0.0, 0.0], [0.0, 0.0, 0.0], [0.0, 0.0, 0.0], [0.0, 0.0, 0.0], [0.0, 0.0, 0.0], [0.0, 0.0, 0.0], [0.0, 0.0, 0.0], [0.0, 0.0, 0.0], [0.0, 0.0, 0.0], [0.0, 0.0, 0.0], [0.0, 0.0, 0.0], [-0.1, 0.2, 0.0], [0.0, -0.2, -0.1], [-0.1, 0.0, 0.0], [0.0, 0.0, 0.0], [0.0, 0.0, 0.0], [0.0, 0.0, 0.0], [0.0, 0.0, 0.0], [0.0, 0.0, 0.0], [0.0, 0.0, -0.1], [0.0, 0.0, 0.0], [0.0, 0.0, -0.2], [-0.2, -0.1, 0.2], [-0.1, -0.1, 0.0], [0.1, 0.0, 0.0], [0.0, 0.0, 0.0], [0.0, 0.0, 0.0], [0.0, 0.0, 0.0], [0.0, 0.0, 0.0], [0.0, 0.0, 0.0], [0.0, 0.0, 0.0], [0.0, 0.0, 0.0], [0.0, 0.0, 0.0], [0.0, 0.0, 0.0], [0.0, 0.0, 0.0], [0.0, 0.0, 0.0], [0.0, 0.0, 0.0], [0.0, 0.0, 0.0], [0.0, 0.0, 0.0], [0.0, 0.1, 0.0], [0.0, 0.0, 0.0], [0.0, 0.0, 0.0], [0.0, 0.0, 0.0], [0.0, 0.0, 0.0], [0.0, 0.0, 0.0], [0.0, 0.0, 0.0], [0.0, 0.0, 0.0], [0.0, 0.0, 0.0]], "mulliken_charge": [0.680, -1.661, 0.241, 0.953, -1.230, 0.651, -0.500, 0.267, -0.327, -0.694, -0.358, -0.852, -0.185, 0.801, -0.732, -0.454, -0.711, -0.152, -0.030, 0.390, 0.397, 0.343, 0.463, 0.391, 0.390, 0.409, 0.549, 0.380, 0.419, 0.401, 0.411, -0.403, 0.673, -0.408, -0.373, -0.349, -1.082, -0.410, -0.606, -1.224, 0.040, 0.121, -0.390, 0.138, -0.230, -1.035, -0.307, -1.194, 0.366, 0.278, 0.232, 0.358, 0.265, 0.411, 0.235, 0.473, 0.398, 0.348, 0.330, -0.142, 0.490, 0.357, 0.431, 0.231, 0.384, 0.281, 0.375, 0.290], "gap_ev": [7.84, 8.18], "spin_multiplicity": 5, "lumo_ha": [-0.00912, -0.01563], "s_squared": 6.017, "homo_ha": [-0.297, -0.316], "total_charge": 0}

# 5
{"formula": "H2InO5P", "method": "wB97M-V/def2-TZVPD", "elements": ["In", "P", "O", "O", "O", "O", "O", "H", "H"], "coordinates": [[-23.065, 9.565, 21.257], [-23.307, 11.012, 27.028], [-24.425, 10.837, 26.025], [-23.743, 10.209, 28.308], [-23.006, 12.584, 27.218], [-22.069, 10.593, 26.193], [-22.878, 5.220, 18.358], [-23.264, 5.229, 17.482], [-22.705, 4.295, 18.533]], "atomic_forces_ev_per_a": [[0.0, 0.1, 0.4], [0.4, 0.8, 1.2], [-1.5, 0.5, -0.4], [1.6, 1.6, -2.4], [-0.6, -3.1, -0.3], [0.3, 0.1, 1.5], [0.0, 0.3, 0.2], [-0.1, 0.0, -0.2], [0.1, -0.2, 0.1]], "mulliken_charge": [0.997, 0.934, -0.478, -0.536, -0.431, -0.486, -0.652, 0.326, 0.327], "gap_ev": 4.60, "lumo_ha": -0.11909, "homo_ha": -0.288, "total_charge": 0}

Calculated values (eV) of energy relative to the best compared isomer or geometry (same formula, charge and spin) for the records, taken in order: 0.000, 0.858, 2.385, 0.621, 3.420.
Calculated values (eV) of energy for the records, taken in order: -85395.612, -31270.112, -19813.691, -84680.847, -24726.809.